[1]
{
  "formula": "C41H35N7OPRuS",
  "method": "the ωB97M-V functional and the def2-TZVPD basis",
  "symbols": ["Ru", "C", "C", "N", "N", "C", "N", "S", "C", "C", "C", "C", "C", "N", "H", "H", "H", "H", "H", "H", "H", "H", "H", "C", "C", "C", "C", "N", "C", "C", "C", "C", "C", "C", "N", "C", "C", "C", "C", "C", "N", "H", "H", "H", "H", "H", "H", "H", "H", "H", "H", "H", "O", "P", "C", "C", "C", "C", "C", "C", "C", "C", "C", "C", "C", "C", "C", "C", "C", "C", "C", "C", "H", "H", "H", "H", "H", "H", "H", "H", "H", "H", "H", "H", "H", "H", "H"],
  "positions_angstrom": [[1.25256, -0.94072, 0.40030], [-2.82730, -1.56667, 1.60875], [-1.63454, -1.58287, 0.72148], [-0.31974, -1.92508, 1.27569], [-0.13055, -1.27605, 2.50973], [1.03969, -1.45931, 3.12742], [1.09081, -1.01880, 4.38336], [2.45742, -2.11744, 2.39407], [-1.66785, -1.38227, -0.67287], [-2.87500, -1.19977, -1.36897], [-2.84157, -1.02209, -2.73672], [-1.62188, -1.04532, -3.39992], [-0.46916, -1.23547, -2.64782], [-0.47536, -1.38685, -1.33306], [-2.52905, -1.53869, 2.65288], [-3.44707, -2.45616, 1.44345], [-3.44364, -0.68697, 1.40945], [0.28390, -0.60009, 4.81683], [1.96437, -1.03519, 4.87593], [-3.81521, -1.21716, -0.83221], [-3.76198, -0.87636, -3.28959], [-1.55930, -0.91733, -4.47297], [0.50506, -1.27581, -3.12808], [-1.52419, -5.14633, 2.24701], [-1.47048, -5.80204, 0.98069], [-0.66256, -5.29531, 0.00895], [0.10848, -4.12467, 0.19880], [-0.18468, -3.38264, 1.35817], [-0.92737, -3.94936, 2.38376], [1.25041, -3.84992, -0.64468], [1.73755, -4.85749, -1.50275], [2.82937, -4.63328, -2.29715], [3.46758, -3.39401, -2.26534], [2.97092, -2.43320, -1.42277], [1.89124, -2.66240, -0.63109], [3.58536, -1.08648, -1.30438], [4.72599, -0.69090, -1.97880], [5.25888, 0.56722, -1.74447], [4.64262, 1.41166, -0.83174], [3.48841, 0.98090, -0.21982], [2.96587, -0.23305, -0.46097], [-2.05417, -5.58029, 3.08420], [-2.05316, -6.69566, 0.80349], [-0.59729, -5.80773, -0.94303], [-0.99810, -3.35772, 3.28477], [1.28109, -5.83464, -1.50214], [3.20940, -5.42582, -2.93215], [4.33285, -3.21085, -2.88458], [5.20665, -1.35925, -2.67857], [6.15237, 0.88246, -2.26862], [5.04368, 2.39078, -0.60479], [2.94385, 1.60791, 0.47221], [0.45553, 1.03151, 0.79201], [-0.41798, 2.20870, 0.37368], [-0.51876, 2.48649, -1.40711], [-1.52803, 3.23312, -2.02010], [-1.44054, 3.54627, -3.36931], [-0.34291, 3.13650, -4.11484], [0.67011, 2.40294, -3.51164], [0.57940, 2.07753, -2.16526], [-2.05355, 2.02959, 1.07860], [-2.14752, 2.15853, 2.46759], [-3.37580, 2.02317, 3.09276], [-4.51618, 1.77068, 2.33634], [-4.42570, 1.63177, 0.95796], [-3.19483, 1.75571, 0.32602], [0.32192, 3.69918, 1.04621], [1.35457, 3.58088, 1.97574], [1.94698, 4.72240, 2.49931], [1.50701, 5.97627, 2.09818], [0.46887, 6.09654, 1.18053], [-0.12501, 4.96163, 0.65228], [-2.37860, 3.58812, -1.45013], [-2.22594, 4.12668, -3.83915], [-0.27414, 3.39686, -5.16469], [1.53638, 2.09412, -4.08619], [1.36657, 1.51363, -1.69175], [-1.25915, 2.37620, 3.05135], [-3.45132, 2.12662, 4.16840], [-5.48053, 1.69150, 2.82412], [-5.31548, 1.42956, 0.37268], [-3.12417, 1.62711, -0.74615], [1.68053, 2.59477, 2.28998], [2.74739, 4.63601, 3.22503], [1.97364, 6.86551, 2.50381], [0.12388, 7.07693, 0.87668], [-0.93188, 5.06155, -0.06425]],
  "forces_ev_per_a": [[-0.149, -0.585, 0.399], [0.094, -0.083, -0.054], [-0.028, 0.041, 0.342], [-0.033, -0.060, -0.247], [-0.449, 0.092, 0.378], [0.100, -0.152, -0.454], [0.001, 0.076, 0.115], [-0.194, 0.247, -0.168], [0.174, -0.062, -0.151], [-0.137, -0.038, 0.016], [-0.101, 0.020, -0.033], [0.031, 0.005, -0.096], [0.159, -0.031, 0.049], [-0.254, 0.399, 0.141], [0.000, 0.012, -0.007], [0.013, 0.036, 0.010], [0.061, -0.064, 0.010], [-0.041, -0.046, -0.044], [0.085, 0.016, 0.066], [0.058, 0.019, -0.043], [0.043, -0.019, 0.030], [0.010, -0.022, 0.076], [-0.037, 0.071, 0.013], [-0.019, -0.153, -0.092], [-0.071, -0.013, 0.134], [0.062, -0.030, -0.137], [-0.015, 0.097, -0.011], [-0.009, 0.035, 0.167], [-0.078, 0.003, 0.019], [-0.096, 0.065, 0.096], [0.054, -0.151, -0.091], [-0.025, -0.143, -0.051], [0.069, -0.029, -0.118], [0.003, 0.114, 0.083], [0.199, 0.403, 0.057], [-0.183, -0.054, 0.188], [0.175, 0.007, -0.097], [-0.007, -0.025, -0.017], [0.170, 0.031, -0.071], [-0.125, -0.130, -0.038], [0.190, 0.490, -0.287], [0.018, 0.046, -0.049], [0.032, 0.034, -0.007], [-0.016, 0.024, 0.117], [0.044, 0.025, -0.041], [0.042, 0.034, 0.017], [-0.045, 0.080, 0.052], [-0.035, 0.009, 0.028], [0.008, 0.031, 0.049], [-0.024, -0.026, 0.034], [-0.043, -0.054, -0.022], [-0.076, -0.020, 0.017], [0.459, -0.337, -0.595], [-0.006, 0.013, 0.071], [0.110, -0.161, 0.035], [-0.019, 0.018, 0.069], [-0.023, 0.027, -0.014], [0.010, -0.029, -0.012], [0.010, -0.056, 0.059], [-0.174, 0.055, -0.111], [-0.117, 0.099, -0.053], [-0.056, -0.015, -0.062], [-0.022, -0.034, 0.022], [-0.011, 0.040, 0.023], [-0.024, 0.019, -0.033], [0.037, -0.042, 0.076], [0.052, -0.027, 0.084], [-0.023, -0.004, -0.011], [0.012, 0.004, 0.024], [-0.003, -0.002, -0.001], [-0.009, -0.007, 0.000], [0.030, -0.051, 0.068], [0.050, -0.007, -0.029], [0.041, -0.040, 0.050], [-0.006, -0.014, 0.070], [-0.066, 0.012, 0.031], [0.151, -0.080, 0.034], [-0.051, 0.009, -0.003], [0.003, 0.014, -0.056], [0.055, -0.015, -0.019], [0.041, 0.032, 0.032], [-0.028, 0.008, 0.023], [-0.004, 0.067, 0.002], [-0.048, -0.007, -0.055], [-0.034, -0.033, -0.014], [0.020, -0.044, 0.009], [0.037, 0.019, 0.009]],
  "lowdin_spin": [2.28, 0.06, 0.45, 0.08, 0.15, 0.04, 0.02, 0.25, 0.03, 0.12, 0.00, 0.13, 0.01, 0.20, 0.00, 0.02, 0.01, 0.00, 0.00, 0.01, 0.00, 0.01, 0.00, 0.04, 0.15, 0.02, 0.21, 0.21, 0.09, 0.05, 0.04, 0.02, 0.06, 0.01, 0.12, 0.01, 0.00, 0.01, 0.00, 0.01, 0.00, 0.00, 0.01, 0.00, 0.01, 0.00, 0.00, 0.00, 0.00, 0.00, 0.00, 0.00, 0.04, 0.01, 0.00, 0.00, 0.00, 0.00, 0.00, 0.00, 0.00, 0.00, 0.00, 0.00, 0.00, 0.00, 0.00, 0.00, 0.00, 0.00, 0.00, 0.00, 0.00, 0.00, 0.00, 0.00, 0.00, 0.00, 0.00, 0.00, 0.00, 0.00, 0.00, 0.00, 0.00, 0.00, 0.00],
  "homo_lumo_gap_ev": [5.75, 6.90],
  "e_lumo_ev": [-5.55, -6.78],
  "homo_energy_ev": [-11.3, -13.7],
  "spin_multiplicity": 6,
  "charge": 2,
  "e_tot_ha": -2875.8224
}

[2]
{
  "formula": "C14H38F6N2O9S2",
  "method": "the ωB97M-V functional and the def2-TZVPD basis",
  "symbols": ["N", "H", "H", "H", "H", "C", "F", "F", "F", "S", "O", "O", "N", "S", "O", "O", "C", "F", "F", "F", "O", "H", "H", "C", "C", "C", "O", "H", "H", "H", "H", "H", "H", "H", "H", "C", "C", "C", "O", "H", "H", "H", "H", "H", "H", "H", "H", "C", "C", "C", "O", "H", "H", "H", "H", "H", "H", "H", "H", "C", "C", "C", "O", "H", "H", "H", "H", "H", "H", "H", "H"],
  "positions_angstrom": [[-0.57990, -0.37562, -0.34089], [-0.07071, -0.94157, -1.00461], [-1.57413, -0.50558, -0.46221], [-0.47700, 0.62663, -0.41159], [-0.23442, -0.55760, 0.59058], [1.25958, 1.68817, -3.07715], [1.21981, 0.35570, -3.26762], [2.32212, 2.04504, -2.31870], [1.55160, 2.13862, -4.30931], [-0.44335, 2.46422, -2.47927], [-0.37709, 3.83348, -3.00582], [-1.51084, 1.58424, -2.99205], [-0.32762, 2.13358, -0.75511], [-1.20141, 3.25499, -0.28311], [-0.44204, 4.50101, -0.25237], [-2.53884, 3.23841, -0.88911], [-1.55465, 2.66929, 1.53685], [-0.46364, 2.80468, 2.26291], [-2.43415, 3.51258, 2.11233], [-1.94979, 1.36849, 1.66056], [3.45882, -0.89027, -1.31572], [4.21337, -0.30139, -1.30532], [2.75500, -0.38573, -0.90791], [4.23907, 1.59813, 0.45100], [2.85050, 1.91934, 0.93484], [2.44626, 3.45708, 0.70015], [2.06478, 1.09142, 0.23044], [4.46646, 0.55473, 0.66942], [5.06442, 2.15837, 0.89035], [4.23204, 1.53776, -0.63730], [2.86744, 1.58297, 1.97150], [2.42992, 3.75265, -0.34888], [3.07667, 4.17421, 1.22590], [1.42406, 3.55556, 1.06555], [1.30837, 1.58348, -0.09714], [0.58955, -0.32685, 4.42068], [0.82527, -0.48921, 2.87010], [2.09685, -1.31478, 2.60054], [-0.26155, -1.17034, 2.33789], [-0.25216, 0.33648, 4.61975], [1.55244, -0.14106, 4.89653], [0.31837, -1.35100, 4.67694], [0.96599, 0.47447, 2.38060], [2.16677, -1.71735, 1.59002], [2.16246, -2.29632, 3.06999], [2.99161, -0.74500, 2.85123], [-0.46755, -1.95337, 2.85366], [-4.22810, -1.39354, 1.07720], [-4.39787, -0.84003, -0.33720], [-4.97686, 0.62277, -0.46121], [-3.16094, -0.89991, -1.00414], [-5.21426, -1.51368, 1.52569], [-3.67947, -0.75959, 1.77377], [-3.78310, -2.38799, 1.11108], [-4.84587, -1.55408, -1.02823], [-4.89395, 1.09451, -1.44034], [-4.43716, 1.24881, 0.24935], [-6.02766, 0.80749, -0.23807], [-3.26078, -0.66577, -1.92978], [1.03099, -4.48700, -1.42058], [0.44568, -3.54299, -2.44224], [-1.11970, -3.44438, -2.50078], [0.92633, -2.25876, -2.01392], [0.48290, -5.42425, -1.32438], [0.90082, -4.06082, -0.42583], [2.08525, -4.72925, -1.55461], [0.84796, -3.74560, -3.43482], [-1.53493, -2.98913, -3.39991], [-1.30582, -2.81249, -1.63235], [-1.46639, -4.47072, -2.38023], [1.85431, -2.32663, -1.77759]],
  "forces_ev_per_a": [[0.391, 0.164, 0.598], [0.712, -0.450, -0.862], [-1.339, -0.853, 0.162], [0.455, -0.487, -0.612], [-0.313, -1.013, 0.872], [2.108, -0.738, -1.987], [-0.684, 1.044, 1.612], [-1.628, -0.355, -0.002], [-1.162, 0.768, 0.866], [0.087, -1.079, -6.164], [-0.035, -2.614, 2.283], [2.301, 1.381, 1.788], [1.736, 0.240, -3.499], [-5.160, 4.027, 4.691], [-0.942, -1.377, 0.048], [2.113, 0.230, 0.560], [-0.383, 0.620, 1.446], [0.911, -0.278, -0.324], [0.004, -1.038, -1.320], [0.118, 1.648, -0.939], [-0.101, -0.717, -0.349], [0.181, -0.051, -0.073], [-0.091, 0.421, 0.329], [0.977, -0.766, -0.240], [2.844, 3.076, 0.784], [-0.056, -1.654, 0.788], [-3.085, -2.019, -1.592], [-0.125, -0.170, 0.576], [-0.207, 0.351, -0.304], [0.302, 1.038, -0.139], [-0.536, 0.757, 0.544], [0.259, -0.372, -0.153], [0.026, -0.280, 0.125], [0.151, 0.285, 0.182], [0.198, -0.074, 0.097], [0.494, -0.856, -1.975], [1.726, -0.703, 2.103], [0.217, -0.265, -0.207], [-1.456, 0.221, -1.280], [0.397, 0.142, 0.276], [-0.382, 0.545, 0.296], [-0.151, 0.009, 0.586], [-0.490, -0.010, -0.159], [-0.070, 0.952, -0.633], [-0.359, 0.220, 1.120], [0.089, -0.117, -0.096], [0.103, -0.079, 0.115], [-0.718, 0.043, -0.029], [-1.115, 0.385, -0.953], [0.139, -0.414, 0.664], [2.892, 0.794, 0.084], [-0.127, 0.067, -0.056], [0.190, 0.292, -0.316], [0.131, 0.057, -0.380], [-1.898, -0.060, 0.975], [0.524, -0.458, -0.259], [0.194, 0.097, -0.008], [-0.127, -0.775, 0.342], [-0.185, 0.075, -0.130], [-0.914, -1.110, 0.705], [-0.175, 0.450, -0.269], [2.019, -0.371, 0.707], [-0.566, 1.045, -0.320], [0.076, -0.251, -0.442], [0.126, 0.294, 0.069], [-0.031, 0.208, -0.227], [0.011, -0.077, -0.096], [0.307, -0.044, 0.010], [-0.820, -0.315, 0.061], [-0.507, 0.262, 0.073], [0.430, 0.079, -0.144]],
  "lowdin_spin": [0.02, 0.00, 0.00, 0.01, 0.00, 0.00, 0.00, 0.00, 0.00, -0.01, 0.01, 0.06, 0.41, -0.04, 0.31, 0.23, -0.01, 0.00, 0.00, 0.00, 0.00, 0.00, 0.00, 0.00, 0.00, 0.00, 0.01, 0.00, 0.00, 0.00, 0.00, 0.00, 0.00, 0.00, 0.00, 0.00, 0.00, 0.00, 0.00, 0.00, 0.00, 0.00, 0.00, 0.00, 0.00, 0.00, 0.00, 0.00, 0.00, 0.00, 0.00, 0.00, 0.00, 0.00, 0.00, 0.00, 0.00, 0.00, 0.00, 0.00, 0.00, 0.00, 0.00, 0.00, 0.00, 0.00, 0.00, 0.00, 0.00, 0.00, 0.00],
  "homo_lumo_gap_ev": [9.61, 4.02],
  "e_lumo_ev": [-3.49, -9.07],
  "homo_energy_ev": [-13.1, -13.1],
  "spin_multiplicity": 2,
  "charge": 1,
  "e_tot_ha": -2737.9810
}